Formula: C6H24KO9
Source: the OMol25 dataset
Level of theory: ωB97M-V/def2-TZVPD

```
40
Properties=species:S:1:pos:R:3:forces:R:3:mulliken_charge:R:1
K -0.06843 1.42138 -0.85723 0.0230 -0.3007 0.2715 0.740
O -2.71142 1.37337 -1.32823 -1.5685 -0.2570 1.5800 -0.471
H -3.31443 1.25338 -0.53623 1.2954 -0.0753 -1.0082 0.292
H -3.35442 1.75137 -1.92823 0.0405 0.1561 -0.7511 0.264
O 1.90458 3.35138 -1.57623 1.0099 -0.4210 0.6018 -0.571
H 1.55657 3.82238 -0.83223 -1.2024 0.8967 0.4947 0.291
H 2.80758 3.33338 -1.21423 0.2653 -0.3157 -1.0388 0.293
O -1.39842 3.68938 -0.30123 -0.0418 1.8107 -0.0820 -0.490
H -2.29342 4.07438 -0.49023 1.2751 -0.5411 0.2476 0.277
H -0.80743 4.48238 -0.19523 -1.1011 -0.9608 -0.0664 0.247
C -0.90142 -1.59163 -1.78023 -1.5177 0.1612 -0.1347 -0.328
C -0.27942 -2.85363 -2.31523 -0.2123 -0.6286 -0.1633 -0.219
O -0.39142 -2.95962 -3.70723 -0.9870 -1.8186 -0.2116 -0.522
O -0.28343 -1.28363 -0.56123 -0.0625 2.2296 -0.2738 -0.334
H -2.04943 -1.43262 -1.77023 1.5734 -1.0741 0.2896 0.268
H -0.62242 -0.81263 -2.47223 0.4622 0.5926 -0.3144 0.102
H -0.65043 -3.76962 -1.77823 0.2659 0.7038 -0.7885 0.319
H 0.78658 -2.75962 -2.21023 0.6073 -0.0151 1.2038 0.259
H -0.48043 -2.09962 -4.06723 -0.1094 1.1909 -0.6892 0.274
H -0.24142 -1.99162 0.04377 -0.2400 -1.4784 0.8027 0.234
C 3.29258 -0.03963 0.97277 -0.6508 -0.6061 -0.6280 -0.574
C 2.89558 -1.48062 0.41777 1.5126 0.6677 2.5474 0.116
O 3.64358 -2.47362 1.14577 -0.4543 0.1462 0.1788 -0.570
O 2.25657 0.85538 0.59277 -1.4761 -1.5022 -0.2065 -0.248
H 4.26657 0.36538 0.64177 -0.2736 -0.6622 -0.1892 0.444
H 3.29258 0.01438 2.04777 0.2768 -0.7674 0.6026 0.315
H 3.18158 -1.59962 -0.59223 -0.2354 0.2980 -1.4273 0.258
H 1.82257 -1.69262 0.59677 0.8126 0.3230 -0.1735 -0.109
H 4.59058 -2.27662 1.14077 -0.3048 0.0467 -0.1934 0.314
H 2.60658 1.67338 0.36177 1.0866 2.0881 -0.5012 0.133
C -1.44043 0.02038 2.56577 1.5489 -0.6508 0.8089 -0.876
C -2.62243 0.15938 1.74277 -1.5424 -0.7592 -0.5170 0.412
O -3.74642 -0.46562 2.37077 0.1706 0.1062 -0.1051 -0.566
O -0.35842 0.62838 1.92977 2.3534 -0.0738 0.2998 -0.358
H -1.13443 -1.00862 2.66677 -0.5574 -1.0076 0.1511 0.446
H -1.44642 0.41338 3.56077 -1.0476 0.3874 0.7937 0.417
H -2.40642 -0.29962 0.75177 -0.1774 0.1888 0.4311 -0.246
H -2.80942 1.22338 1.59877 -0.4323 0.0903 0.0648 0.209
H -3.46442 -1.24263 2.89177 -0.0667 0.5839 -0.4967 0.344
H 0.37258 0.22738 2.47277 -0.3180 1.2477 -1.4100 0.213
```
Forces are in eV/Å.

Results
Total charge: +1
DFT total energy in Eh: -1519.836942
Relative energy (zero: lowest compared OMol25 entry of this formula, charge and spin) in kJ/mol: 45.8